No. 1
ORCA calculation (the ωB97M-V functional and the def2-TZVPD basis) on C36H33N6O2PPdS2 as an isolated structure.

The geometry in XYZ format:
```
81
C36H33N6O2PPdS2 | the Open Molecules 2025 dataset | the ωB97M-V functional and the def2-TZVPD basis
Pd 0.412 0.816 0.197
N 4.806 0.527 -0.190
C 3.519 0.761 0.024
S 2.440 1.146 -1.195
N 3.233 0.705 1.397
N 1.966 0.770 1.675
C 1.650 0.778 2.982
C 2.636 0.742 4.049
C 2.577 1.718 5.052
C 3.508 1.719 6.074
C 4.474 0.723 6.129
C 4.521 -0.267 5.154
C 3.623 -0.251 4.105
C 0.217 0.836 3.284
C -0.259 0.609 4.569
C -1.628 0.679 4.800
C -2.467 0.975 3.746
C -1.916 1.150 2.480
N -0.617 1.065 2.248
H 5.183 0.551 -1.124
H 5.426 0.398 0.595
H 1.825 2.495 5.007
H 3.479 2.490 6.830
H 5.190 0.714 6.938
H 5.262 -1.051 5.217
H 3.647 -1.030 3.356
H 0.425 0.357 5.364
H -2.021 0.498 5.790
H -3.536 1.051 3.881
H -2.543 1.368 1.624
O 0.297 -1.959 2.792
C 0.039 -2.122 1.626
O 0.671 -1.460 0.644
C -0.989 -3.033 1.054
C -1.590 -4.062 1.761
C -2.517 -4.859 1.105
C -2.848 -4.613 -0.226
C -2.263 -3.565 -0.924
C -1.316 -2.783 -0.278
P -0.434 -1.390 -1.016
C -1.780 -0.629 -2.015
C -1.922 -0.789 -3.394
C -3.033 -0.270 -4.043
C -4.008 0.414 -3.326
C -3.874 0.574 -1.954
C -2.762 0.060 -1.307
C 0.798 -1.981 -2.166
C 1.231 -1.199 -3.236
C 2.192 -1.683 -4.106
C 2.738 -2.945 -3.904
C 2.326 -3.722 -2.830
C 1.359 -3.242 -1.961
H -1.326 -4.232 2.796
H -2.989 -5.678 1.630
H -3.576 -5.242 -0.720
H -2.547 -3.367 -1.950
H -1.194 -1.354 -3.963
H -3.154 -0.428 -5.105
H -4.883 0.796 -3.834
H -4.646 1.077 -1.387
H -2.680 0.156 -0.229
H 0.812 -0.212 -3.393
H 2.520 -1.080 -4.941
H 3.487 -3.324 -4.586
H 2.751 -4.702 -2.673
H 1.036 -3.852 -1.127
C -2.887 4.471 -1.827
N -1.772 3.807 -2.469
C -1.681 3.741 -3.928
C -0.363 2.986 -4.163
N 0.016 2.599 -2.804
C -0.797 3.133 -1.884
S -0.596 3.010 -0.182
H -2.906 5.518 -2.126
H -2.773 4.410 -0.748
H -3.820 3.993 -2.124
H -1.672 4.749 -4.345
H -2.547 3.205 -4.319
H 0.400 3.625 -4.608
H -0.501 2.104 -4.790
H 0.944 2.310 -2.554
```

Computed properties:
- Lowest unoccupied orbital energy (spin up / spin down): -5.9487 / -7.8725 eV
- Multiplicity: 5
- Maximum force: 0.9 eV/A
- Total charge: +2

---

No. 2
ORCA calculation (the ωB97M-V functional and the def2-TZVPD basis) on C46H41MnN10O5PS2 as an isolated structure.

The geometry in XYZ format:
```
106
C46H41MnN10O5PS2 | the Open Molecules 2025 dataset | the ωB97M-V functional and the def2-TZVPD basis
Mn 0.197 0.215 0.953
C -4.889 4.389 0.945
C -4.285 4.908 2.092
C -3.177 4.296 2.667
C -2.707 3.155 2.048
C -1.549 2.294 2.318
N -1.531 1.226 1.440
C -2.539 1.444 0.558
N -2.900 0.734 -0.487
C -2.307 -0.429 -0.705
C -2.960 -1.450 -1.535
C -4.093 -1.422 -2.323
C -4.460 -2.616 -2.934
C -3.727 -3.787 -2.734
C -2.600 -3.807 -1.920
C -2.233 -2.610 -1.337
C -1.144 -2.250 -0.420
N -0.360 -3.148 0.075
C 0.577 -2.819 0.969
N 0.722 -1.660 1.651
C 1.837 -1.805 2.449
N 2.349 -0.945 3.309
C 1.828 0.239 3.485
N 0.818 0.821 2.755
C 0.391 1.881 3.455
N -0.709 2.608 3.249
C 1.233 2.099 4.632
C 1.210 3.065 5.620
C 2.179 2.969 6.610
C 3.118 1.935 6.611
C 3.120 0.958 5.624
C 2.163 1.073 4.632
C 2.422 -3.120 2.258
C 3.545 -3.731 2.796
C 3.836 -5.012 2.352
C 3.026 -5.661 1.412
C 1.899 -5.050 0.886
C 1.617 -3.767 1.329
N -1.178 -0.892 -0.154
C -3.309 2.639 0.918
C -4.411 3.235 0.336
H -5.745 4.900 0.523
H -4.687 5.809 2.537
H -2.692 4.696 3.546
H -4.661 -0.512 -2.459
H -5.332 -2.643 -3.574
H -4.047 -4.698 -3.223
H -2.031 -4.711 -1.750
H 0.483 3.865 5.603
H 2.213 3.711 7.397
H 3.859 1.898 7.399
H 3.838 0.150 5.619
H 4.171 -3.223 3.516
H 4.710 -5.522 2.734
H 3.293 -6.659 1.089
H 1.267 -5.540 0.158
H -4.865 2.824 -0.555
C -0.454 6.295 1.444
C -0.164 6.071 -0.027
C -1.349 5.504 -0.785
O 1.027 5.284 -0.260
P 1.656 3.978 0.419
S 2.046 4.155 2.302
S 0.423 2.457 -0.208
O 2.986 3.875 -0.454
C 3.597 4.839 -1.348
C 4.032 6.090 -0.603
C 2.752 5.128 -2.577
H -1.316 6.960 1.534
H 0.401 6.745 1.948
H -0.676 5.357 1.949
H 0.105 7.030 -0.478
H -1.646 4.543 -0.377
H -1.103 5.367 -1.838
H -2.191 6.195 -0.708
H 4.495 4.308 -1.671
H 3.177 6.715 -0.349
H 4.713 6.670 -1.230
H 4.551 5.820 0.317
H 1.927 5.796 -2.346
H 2.347 4.205 -2.994
H 3.383 5.600 -3.333
C 3.824 1.500 -2.394
C 4.824 1.350 -1.254
C 4.556 0.207 -0.229
C 5.703 0.211 0.787
C 5.647 -0.923 1.799
C 4.548 -1.071 -1.025
O 5.545 -1.671 -1.364
N 3.307 -1.444 -1.466
C 2.083 -0.911 -1.064
O 1.095 -1.238 -1.696
N 2.050 -0.062 0.011
C 3.220 0.493 0.480
O 3.222 1.243 1.432
H 4.102 2.354 -3.013
H 2.811 1.675 -2.029
H 3.814 0.626 -3.047
H 4.865 2.267 -0.667
H 5.821 1.164 -1.660
H 5.661 1.170 1.303
H 6.639 0.170 0.227
H 4.719 -0.888 2.370
H 6.470 -0.836 2.510
H 5.726 -1.896 1.312
H 3.250 -2.175 -2.160
```

Computed properties:
- Lowest unoccupied orbital energy (spin up / spin down): -1.7752 / -2.6359 eV
- Multiplicity: 4
- Maximum force: 0.8 eV/A